[1]
{"formula": "C23H28BF2N3O4S3Sr", "method": "wB97M-V/def2-TZVPD", "elements": ["C", "C", "H", "H", "S", "C", "H", "C", "C", "H", "H", "H", "C", "H", "H", "S", "O", "C", "S", "C", "H", "H", "H", "O", "H", "Sr", "C", "H", "F", "H", "N", "H", "C", "C", "H", "C", "B", "O", "H", "C", "C", "C", "C", "H", "F", "O", "H", "N", "C", "H", "H", "H", "C", "N", "C", "H", "H", "H", "C", "C", "H", "C", "H", "C", "H"], "xyz": [[6.814, -5.353, -0.901], [-3.140, -4.232, 1.842], [4.844, -3.490, -2.952], [-5.193, -0.496, 0.877], [-4.722, -3.534, 1.263], [-4.914, -2.073, 2.317], [-1.309, -4.442, 0.665], [2.626, -1.789, -0.743], [-1.881, 2.919, 0.333], [-1.195, 4.930, -2.821], [-2.038, 2.296, 1.206], [-4.660, 0.058, 2.471], [5.240, -3.914, -2.038], [-5.976, -2.040, 2.574], [-3.128, -4.115, 2.926], [-0.654, -3.060, 2.415], [-1.906, -1.700, -3.154], [1.363, 2.040, 1.910], [-2.890, -0.551, 0.983], [3.564, -2.594, -0.778], [3.305, 2.275, 2.899], [-3.232, -5.300, 1.639], [-4.365, -2.267, 3.237], [-0.555, -0.025, -2.813], [-2.533, 4.756, 1.251], [0.737, 0.107, -0.784], [-4.522, -0.719, 1.710], [-2.265, 0.303, 3.121], [3.674, 2.139, -2.247], [-0.745, 2.470, -2.681], [-2.494, 7.553, -0.850], [7.649, -6.043, -0.929], [-1.858, -3.670, 1.204], [4.648, -3.525, -0.823], [1.589, 2.921, 1.280], [2.708, 1.500, 2.401], [2.315, 2.012, -2.062], [-0.892, -1.504, -1.238], [-0.849, -1.438, 4.045], [-1.821, -0.434, 2.440], [-1.921, 5.005, -0.799], [6.301, -4.808, -2.074], [-1.409, 4.379, -1.916], [6.732, -5.084, -3.030], [1.754, 3.203, -2.622], [0.671, 1.080, 1.198], [-2.434, -2.103, 3.701], [-1.414, 2.298, -0.745], [-2.231, 6.436, -0.831], [1.130, 3.291, 3.695], [4.728, -3.813, 1.295], [3.275, 1.103, 1.557], [-2.155, 4.278, 0.358], [-1.140, -1.091, -2.425], [6.236, -4.988, 0.311], [-0.889, 0.004, 2.055], [2.535, 0.676, 3.104], [-2.080, -2.880, 0.498], [0.557, 2.565, 3.104], [-1.532, -1.706, 3.232], [-0.363, 3.052, 2.766], [5.175, -4.094, 0.349], [0.282, 1.725, 3.754], [-1.164, 3.009, -1.840], [6.616, -5.406, 1.237]], "charge": -2, "spin_multiplicity": 1, "de_lowest_kj_mol": 127.17}



[2]
{"formula": "C23H28BF6N2O21", "method": "wB97M-V/def2-TZVPD", "elements": ["H", "C", "H", "O", "C", "O", "O", "C", "H", "F", "N", "C", "H", "H", "O", "O", "C", "H", "C", "H", "C", "H", "O", "H", "H", "H", "H", "H", "H", "O", "C", "O", "C", "H", "H", "H", "O", "N", "C", "H", "H", "H", "H", "H", "O", "F", "O", "C", "H", "O", "C", "C", "F", "O", "O", "C", "C", "O", "O", "C", "F", "H", "C", "H", "O", "C", "H", "H", "C", "F", "O", "O", "O", "F", "H", "O", "B", "C", "C", "C", "C"], "xyz": [[3.637, -2.377, 1.156], [-2.704, -3.615, -1.879], [0.864, -0.473, -0.616], [2.784, -0.008, -10.162], [0.776, -0.517, 0.573], [-10.672, -0.377, 2.590], [4.951, -0.686, -9.927], [-1.212, 0.040, 2.476], [-1.895, 0.992, 2.588], [6.794, -1.439, -8.902], [1.470, -1.792, 0.999], [0.782, 3.992, 2.457], [4.662, 5.542, 6.440], [-9.811, -0.418, 0.724], [-8.492, -0.285, 3.180], [1.768, -0.616, -2.672], [2.074, 4.522, 2.980], [-8.699, -2.307, 2.877], [-8.646, -1.378, 2.298], [3.771, 3.269, 8.306], [4.434, 4.486, 6.622], [2.932, -1.377, 2.628], [-0.066, -5.119, -3.336], [-1.222, 0.453, 0.255], [6.351, 0.517, -9.022], [0.917, -2.350, 1.685], [2.623, 5.109, 2.236], [4.901, -1.574, -7.300], [-0.190, 0.395, 2.923], [1.262, 3.880, 5.544], [2.255, 2.357, 2.488], [3.777, -0.052, -8.102], [-4.874, -1.293, 0.830], [1.307, 0.421, 1.046], [0.038, 3.779, 3.231], [-2.282, -3.173, -0.970], [-1.706, -1.582, 0.640], [-5.938, -2.053, 0.674], [3.755, -0.232, -9.458], [3.290, -0.515, 0.948], [-3.279, -2.994, -3.871], [3.189, -2.791, -3.693], [5.415, 0.064, -6.835], [-7.803, -1.445, 1.605], [3.553, 0.346, -1.613], [0.258, 4.827, 1.531], [2.701, 1.224, 2.409], [3.095, -0.315, -2.530], [0.886, -2.064, -3.865], [3.844, -0.849, -3.536], [-2.529, -2.780, -3.102], [-1.032, -4.429, -3.056], [-4.007, -3.915, -1.683], [3.543, 4.022, 5.628], [-2.016, -4.804, -2.191], [-9.926, -1.057, 1.606], [-9.744, 0.229, 3.382], [-9.997, 1.124, 4.171], [2.323, 4.470, 7.477], [5.024, -0.545, -7.654], [-10.591, -2.186, 1.272], [5.368, 3.918, 6.606], [2.287, 4.107, 6.164], [1.940, 5.131, 3.878], [-1.758, -1.273, 2.947], [1.638, -1.273, -3.917], [-2.548, -1.709, -2.881], [1.335, -0.548, -4.680], [-0.819, -0.434, 0.944], [3.972, 5.205, 8.802], [-3.721, -0.641, 1.534], [2.794, 3.341, 3.270], [1.154, 2.794, 1.814], [3.300, -1.849, -5.464], [-3.124, -2.725, 1.924], [-1.255, -3.179, -3.566], [-2.658, -1.641, 1.804], [2.883, -1.511, 1.462], [5.867, -0.455, -8.880], [3.010, -1.809, -4.144], [3.660, 4.270, 7.877]], "charge": -1, "spin_multiplicity": 1, "energy_ha": -3206.8633}



[3]
{"formula": "C23H28Cl2IKSb2Se3Te", "method": "wB97M-V/def2-TZVPD", "elements": ["C", "H", "C", "C", "Cl", "H", "H", "H", "C", "H", "H", "C", "C", "C", "I", "H", "H", "C", "Cl", "H", "H", "C", "C", "C", "H", "H", "Sb", "H", "Se", "H", "H", "H", "H", "H", "C", "C", "H", "C", "Te", "C", "C", "C", "H", "C", "H", "H", "C", "Se", "C", "C", "H", "H", "H", "H", "K", "H", "Sb", "C", "C", "H", "Se"], "xyz": [[-2.836, 2.543, 3.679], [-1.960, -2.109, -1.292], [2.316, 0.629, 1.153], [3.594, -3.155, 1.413], [-2.013, 6.435, -4.784], [1.225, 3.953, -0.694], [-1.369, -0.192, 2.649], [2.437, -5.497, -1.366], [-1.368, 1.912, 0.249], [-3.655, 2.155, 4.239], [0.704, -0.975, -2.169], [-0.931, 3.981, 3.330], [-0.325, 2.379, -0.487], [2.821, -4.824, -0.597], [-4.327, 0.944, 1.605], [0.430, -2.988, 2.197], [-0.150, 4.646, 3.726], [-1.866, 3.406, 4.175], [-1.668, 4.602, -2.590], [-2.526, -2.900, -2.732], [2.060, -1.727, -3.057], [0.159, 4.086, 1.188], [1.866, -4.130, 0.124], [1.327, -2.404, 1.976], [4.871, -5.519, -0.666], [5.658, -3.947, 1.071], [0.123, -3.576, -2.297], [0.036, -5.313, -0.342], [-5.251, -0.916, -2.264], [-1.438, -1.507, -2.924], [-1.837, 3.659, 5.269], [3.898, -2.475, 2.156], [-1.014, 4.280, -4.863], [0.698, 4.981, 1.520], [-2.737, 2.114, 2.377], [0.421, 3.551, -0.044], [2.242, 1.248, 2.075], [4.151, -4.886, -0.158], [-3.305, -0.016, -5.857], [0.432, -4.273, -0.241], [-0.272, 0.028, 2.753], [-0.823, 3.532, 2.027], [1.723, -2.015, 2.978], [4.538, -3.990, 0.869], [3.150, -0.065, 1.194], [0.074, -0.615, 3.592], [-1.661, 2.529, 1.508], [-1.463, 1.315, -4.896], [2.248, -3.223, 1.125], [-1.681, -2.411, -2.316], [2.080, -1.821, -1.368], [-0.102, 1.041, 2.983], [-2.801, 4.232, -4.683], [2.461, 1.198, 0.237], [-3.026, 1.134, -1.975], [-0.054, 1.875, -1.381], [0.586, -0.618, 0.952], [1.404, -1.812, -2.200], [-1.865, 4.708, -4.388], [-0.184, -3.693, 0.426], [-5.225, 0.499, -4.184]], "charge": -2, "spin_multiplicity": 1, "de_lowest_kj_mol": 61.68}



[4]
{"formula": "C23H28ClF3N2O6", "method": "wB97M-V/def2-TZVPD", "elements": ["H", "C", "H", "C", "C", "H", "H", "H", "C", "C", "C", "C", "C", "H", "H", "H", "H", "C", "C", "C", "N", "O", "H", "C", "H", "C", "C", "H", "O", "H", "H", "O", "H", "H", "C", "H", "H", "O", "H", "C", "O", "H", "H", "C", "C", "C", "O", "H", "H", "C", "F", "C", "F", "C", "H", "F", "H", "Cl", "H", "C", "N", "H", "H"], "xyz": [[5.266, -0.845, -0.352], [-1.621, -5.399, -1.731], [4.125, 6.058, -0.655], [-3.212, -2.477, 0.794], [-1.969, 3.380, 0.189], [-3.351, 5.343, 1.619], [4.273, -0.435, 1.030], [0.788, -1.201, 2.557], [4.256, -0.566, -0.053], [3.248, -1.636, -0.477], [-2.289, 5.534, 1.471], [1.376, -0.270, 0.667], [0.490, -5.229, -2.525], [4.009, 0.407, -0.482], [-1.333, 3.719, -0.632], [3.533, -2.004, -1.462], [-2.123, 6.134, 0.577], [1.789, -1.168, -0.508], [-1.376, -6.489, -2.757], [3.225, 5.520, -0.938], [-0.856, -2.126, 0.834], [1.596, -4.833, -2.681], [0.407, 2.171, 0.374], [1.697, -0.862, 2.066], [-2.087, -5.757, -0.817], [-1.878, -2.927, 0.901], [2.394, 5.064, 0.246], [-1.954, 6.109, 2.335], [2.560, 2.268, -1.687], [3.000, 4.856, 1.129], [-1.688, -3.984, 1.055], [-0.298, -4.933, -1.463], [-3.012, 3.600, -0.032], [1.956, 0.648, 0.570], [-1.735, 1.904, 0.333], [1.650, -0.598, -1.431], [-2.213, -4.574, -2.132], [3.569, 4.279, -1.561], [-1.192, -7.461, -2.295], [-2.752, 1.011, 0.396], [1.841, 3.831, -0.232], [-3.783, 1.331, 0.327], [1.146, -2.044, -0.563], [-1.531, 4.220, 1.405], [-0.075, 0.137, 0.574], [2.653, 3.350, -1.214], [-0.170, -6.045, -3.385], [-2.171, -6.584, -3.491], [1.597, 5.755, 0.510], [-1.136, -0.808, 0.657], [-4.082, -4.607, 0.228], [-2.477, -0.358, 0.561], [-5.499, -2.979, 0.443], [-4.349, -3.464, 0.908], [2.650, 6.120, -1.645], [-4.540, -3.825, 2.195], [3.331, -2.492, 0.197], [-1.789, 3.363, 2.961], [2.099, -0.072, 2.702], [-0.394, 1.444, 0.417], [-3.520, -1.225, 0.627], [-0.463, 4.413, 1.329], [2.397, -1.690, 2.018]], "smiles": "CCC[C@H](C)c1cc(C[C@@H](C)Cl)cc2nc(C(F)(F)F)cnc12.O=C1OCCO1.O=C1OCCO1", "spin_multiplicity": 1, "energy_ha": -2214.0292}